C22H42ClInN2OP2 | ωB97M-V/def2-TZVPD

Geometry as XYZ:
```
71
Properties=species:S:1:pos:R:3:mulliken_charge:R:1
In -0.4464 -0.0038 -0.0400 0.797
P -0.0571 -2.4479 -0.3869 0.563
P -0.0547 2.4698 -0.1217 0.448
N 0.1054 0.1055 -2.1158 -0.027
C 0.0276 -2.3643 -2.2287 -1.080
H 0.5453 -3.2390 -2.6514 0.432
H -1.0078 -2.3790 -2.6119 0.480
C 0.7183 -1.0634 -2.7210 -0.929
H 1.8244 -1.1058 -2.5282 0.252
H 0.6171 -1.0266 -3.8356 0.516
C 0.7148 1.3328 -2.5955 -0.898
H 0.6129 1.4120 -3.7080 0.511
H 1.8209 1.3556 -2.4010 0.250
C 0.0251 2.5749 -1.9675 -1.011
H -1.0092 2.6312 -2.3503 0.486
H 0.5424 3.4878 -2.3004 0.419
C 1.5093 3.2509 0.4545 0.656
C 1.8819 2.9073 1.8991 -1.373
H 2.8885 3.3044 2.1088 0.497
H 1.9071 1.8253 2.0707 0.192
H 1.1889 3.3653 2.6194 0.335
C -1.6796 3.2173 0.3868 0.602
C -1.8629 3.2795 1.9073 -1.293
H -2.8647 3.6761 2.1379 0.508
H -1.1338 3.9507 2.3836 0.272
H -1.7963 2.2858 2.3630 0.258
C -1.6824 -3.2371 0.0396 0.716
C -1.8563 -3.4461 1.5462 -1.350
H -2.8586 -3.8568 1.7433 0.515
H -1.7674 -2.5017 2.0972 0.237
H -1.1308 -4.1703 1.9445 0.255
C 1.5042 -3.2744 0.1165 0.637
C 1.8461 -3.0678 1.5915 -1.357
H 2.8559 -3.4609 1.7822 0.507
H 1.1510 -3.6175 2.2427 0.278
H 1.8430 -2.0073 1.8694 0.207
C 2.0802 -0.0217 0.4757 0.058
O 3.1580 -0.0050 0.0843 -0.234
C -1.9398 4.5601 -0.2872 -1.466
H -1.2622 5.3350 0.0831 0.292
H -1.8635 4.5061 -1.3765 0.355
H -2.9610 4.8735 -0.0452 0.486
C -1.9416 -4.5105 -0.7588 -1.494
H -2.9617 -4.8470 -0.5458 0.482
H -1.8664 -4.3519 -1.8378 0.367
H -1.2620 -5.3155 -0.4646 0.287
C 1.4657 -4.7548 -0.2424 -1.553
H 2.4657 -5.1693 -0.0692 0.460
H 0.7711 -5.3061 0.4005 0.333
H 1.2072 -4.9308 -1.2902 0.350
C 1.4651 4.7596 0.2428 -1.556
H 0.7698 5.2410 0.9388 0.344
H 2.4643 5.1579 0.4551 0.468
H 1.2043 5.0399 -0.7817 0.341
H 2.2806 2.8210 -0.2060 0.516
H 2.2822 -2.7797 -0.4879 0.530
H -2.4173 2.4892 0.0076 0.263
H -2.4208 -2.4768 -0.2665 0.194
H -2.7890 -0.2042 -1.1670 0.197
H -2.9000 -0.0583 -0.4150 -0.067
Cl -0.2044 2.4910 5.7343 -0.165
C -0.2089 0.9406 5.0143 -0.533
C -0.3339 -0.2156 5.7723 -0.302
C -0.2779 -1.4193 5.0729 -1.522
C -0.1461 -1.4028 3.6766 0.030
N -0.0746 -0.2872 2.9542 0.543
C -0.1266 0.8830 3.6012 -0.208
H -0.4866 -0.1511 6.8478 0.476
H -0.3697 -2.3910 5.5501 0.460
H -0.1203 -2.3377 3.0967 0.434
H -0.0968 1.7850 3.0099 0.332
```

Output
maximum force = 3.72 eV/A
HOMO energy = -13.8267 eV
total charge = +2



C22H42LuNP3S | ωB97M-V/def2-TZVPD

Geometry as XYZ:
```
70
Properties=species:S:1:pos:R:3:nbo_charge:R:1
Lu -0.4812 1.6263 -0.3064 1.766
P 1.1739 -1.0137 1.6395 0.763
P 2.0532 1.5378 -1.4146 0.703
P -2.7660 -1.7813 1.4302 1.280
H -2.3571 1.6327 -2.4378 0.257
C -2.5679 1.2908 -1.4101 -0.424
C -2.5179 2.1988 -0.2578 -1.057
H -2.6706 3.2810 -0.4575 0.316
C 1.8117 -2.6252 0.9985 -0.920
C 2.8188 -0.3185 2.1329 -0.916
C 0.8125 -1.6192 3.3379 -0.924
C 2.2950 2.5865 -2.8975 -0.920
C 3.3951 2.0986 -0.3189 -0.925
C 2.5870 -0.1072 -1.9595 -0.927
C -4.3854 -1.5056 0.6870 -0.971
C -2.6725 -1.1925 3.1183 -0.977
C -2.1852 -3.4705 1.1713 -0.958
H -3.4786 0.6862 -1.4333 0.269
H -3.1010 1.8382 0.6030 0.254
H 2.5297 -3.0439 1.7228 0.255
H 2.3239 -2.4840 0.0359 0.245
H 0.9778 -3.3317 0.8633 0.233
H 3.2296 -0.9360 2.9492 0.253
H 2.6728 0.7026 2.5158 0.221
H 3.5296 -0.3305 1.2927 0.242
H 1.7524 -1.9257 3.8132 0.259
H 0.1455 -2.4853 3.3332 0.228
H 0.3803 -0.8109 3.9343 0.221
H 3.2030 3.2043 -2.7496 0.272
H 1.4147 3.2436 -3.0654 0.244
H 2.4432 1.9316 -3.7783 0.270
H 4.3217 1.5981 -0.6412 0.272
H 3.1917 1.8510 0.7329 0.245
H 3.4957 3.1912 -0.3919 0.259
H 2.9922 -0.0250 -2.9721 0.275
H 1.7486 -0.8140 -1.9759 0.256
H 3.3740 -0.4806 -1.2959 0.257
H -5.1291 -2.1662 1.1474 0.296
H -4.3751 -1.6814 -0.3956 0.290
H -4.7211 -0.4737 0.8631 0.272
H -3.5024 -1.6042 3.7132 0.310
H -2.7651 -0.0964 3.1400 0.259
H -1.7278 -1.4871 3.5991 0.288
H -3.0168 -4.1790 1.0946 0.295
H -1.5199 -3.7806 1.9881 0.277
H -1.6157 -3.4759 0.2277 0.269
C -1.0092 -1.1168 -3.2091 -0.199
C -0.6703 -2.4533 -3.4817 -0.230
C -0.1782 -2.8040 -4.7415 -0.165
C -0.1047 -1.8422 -5.7652 -0.177
C -0.4753 -0.5130 -5.4606 -0.166
C -0.9891 -0.1407 -4.2206 -0.249
S -1.4570 -0.7944 -1.5277 0.005
H -1.8607 -1.2759 0.4281 0.023
H -0.6961 -3.1720 -2.6728 0.221
H 0.1420 -3.8386 -4.8901 0.251
H 0.2276 -2.1124 -6.7777 0.259
H -0.3660 0.2565 -6.2511 0.246
H -1.2763 0.8867 -4.0030 0.204
C 1.1834 3.6738 3.5332 -0.121
C 0.3353 2.6705 4.0158 -0.189
C -0.3810 1.8889 3.1184 0.074
N -0.2225 2.0995 1.7825 -0.593
C 0.4609 3.1993 1.3034 -0.046
C 1.2403 3.9566 2.1806 -0.127
H 1.7650 4.2834 4.2360 0.279
H 0.2135 2.4758 5.0867 0.275
H -1.1077 1.1225 3.3998 0.226
H 0.2535 3.5362 0.2313 0.187
H 1.8556 4.7596 1.7592 0.262
```

Output
maximum force = 4.63 eV/A
HOMO energy = -16.1425 eV
total charge = +3



For reference, energy relative to the best compared isomer or geometry (same formula, charge and spin) by record: 0.7 22.6 kcal per mole.